one:
Below is a single C3H3ClO2 molecule, with properties calculated with ωB97M-V with the def2-TZVPD basis set.

Geometry (Å):
C 0.074 -0.378 -0.032
C 1.424 -0.199 -0.052
C -1.254 0.215 0.002
O 0.860 -1.057 -1.011
O 0.832 -0.907 1.116
Cl 2.627 0.978 -0.034
H -1.415 0.659 -1.034
H -1.097 1.115 0.626
H -2.051 -0.425 0.419

Results
gap between HOMO and LUMO	0.370	hartree
structure (SMILES)	C[C@]12O[C@@]1(Cl)O2
HOMO	-9.46	eV

=====

two:
Below is a single C3H3ClO2 molecule, with properties calculated with ωB97M-V with the def2-TZVPD basis set.

Geometry (Å):
C -1.147 0.939 0.494
C -0.767 -0.338 0.234
C 0.830 -1.835 -0.653
H -2.097 1.552 1.032
H -1.202 -1.248 0.744
H 1.681 -2.032 -1.396
O 0.361 -0.569 -0.535
O 0.532 -3.002 -0.037
Cl 0.057 2.218 0.221

Results
gap between HOMO and LUMO	0.369	hartree
structure (SMILES)	O=CO/C=C\Cl
HOMO	-9.76	eV

=====

two takes first place; second place is 140.5 kJ/mol up.

=====

one:
Below is 2 unconnected molecules or ions with the total composition C3H3ClO2, with properties calculated with ωB97M-V with the def2-TZVPD basis set.

Geometry (Å):
C 0.087 -0.103 -0.877
C 1.397 0.262 1.220
C -1.316 -0.306 -0.513
O 0.682 0.056 -1.862
O 1.043 -0.117 2.258
Cl 2.937 1.052 0.951
H -1.391 -1.243 0.011
H -1.986 -0.170 -1.460
H -1.454 0.570 0.272

Results
gap between HOMO and LUMO (alpha / beta)	0.288 / 0.287	hartree
HOMO (alpha / beta)	-8.21 / -8.19	eV

=====

two:
Below is a single C3H3ClO2 molecule, with properties calculated with ωB97M-V with the def2-TZVPD basis set.

Geometry (Å):
C -1.519 -0.688 0.183
C -3.549 0.893 0.734
C -0.167 0.000 -0.086
O -1.934 -1.743 -0.080
O -2.375 0.284 0.798
Cl -4.372 0.399 -0.699
H -0.592 0.854 -0.481
H 0.513 -0.589 -0.797
H 0.364 0.272 0.868

Results
gap between HOMO and LUMO	0.349	hartree
HOMO	-9.46	eV

=====

one takes first place; second place is 10.0 kJ/mol up.

=====

one:
Below is 2 unconnected molecules or ions with the total composition C4H4O2S, with properties calculated with ωB97M-V with the def2-TZVPD basis set.

Geometry (Å):
C 1.815 -1.169 -0.003
C 2.372 0.002 -0.432
C -2.863 0.678 0.133
C 0.097 0.163 0.635
O -2.632 0.539 -1.032
O 0.620 -1.073 0.552
S 1.206 1.265 -0.171
H 2.192 -2.241 0.143
H 3.176 0.283 -1.100
H -2.112 0.515 0.850
H -3.871 1.038 0.425

Results
gap between HOMO and LUMO	0.359	hartree
HOMO	-9.12	eV

=====

two:
Below is a single C4H4O2S molecule, with properties calculated with ωB97M-V with the def2-TZVPD basis set.

Geometry (Å):
C 1.463 -0.219 -1.017
C 0.398 0.676 -0.471
C -1.512 -0.496 0.455
C -0.660 -0.074 1.386
H 1.621 -1.095 -0.385
H 0.565 1.655 -0.917
H -2.355 -1.137 0.793
H -0.498 -0.312 2.485
O 1.860 0.028 -2.128
O 0.360 0.764 0.954
S -1.243 0.210 -1.155

Results
gap between HOMO and LUMO	0.321	hartree
structure (SMILES)	O=C[C@@H]1OC=CS1
HOMO	-8.41	eV

=====

two takes first place; second place is 185.0 kJ/mol up.

=====

one:
Below is a single C4H4O2S molecule, with properties calculated with ωB97M-V with the def2-TZVPD basis set.

Geometry (Å):
C -2.967 -0.511 -0.329
C -1.932 0.100 0.237
C 0.519 0.070 0.086
C 1.762 -0.828 -0.114
H -3.934 -0.124 -0.244
H -2.838 -1.522 -0.763
H -1.986 0.962 0.851
H 2.630 -0.282 -0.425
O -0.726 -0.525 0.299
O 1.762 -2.037 0.023
S 0.847 1.779 -0.079

Results
gap between HOMO and LUMO	0.297	hartree
structure (SMILES)	C=COC(=S)C=O
HOMO	-9.66	eV

=====

two:
Below is a single C4H4O2S molecule, with properties calculated with ωB97M-V with the def2-TZVPD basis set.

Geometry (Å):
C 0.326 0.604 -0.273
C -0.313 -0.618 -0.085
C -0.088 1.948 -0.164
C -1.667 -0.905 -0.058
O -4.092 -0.604 -0.216
O -1.228 2.334 0.208
S -2.933 0.210 0.119
H 1.325 0.455 -0.493
H 0.276 -1.492 0.017
H 0.705 2.770 -0.313
H -2.234 -1.851 -0.036

Results
gap between HOMO and LUMO (alpha / beta)	0.271 / 0.263	hartree
HOMO (alpha / beta)	-8.97 / -8.96	eV

=====

one takes first place; second place is 44.5 kJ/mol up.

=====

one:
Below is a single C3H9NOS molecule, with properties calculated with ωB97M-V with the def2-TZVPD basis set.

Geometry (Å):
C 0.240 -2.266 -0.153
C 0.123 1.453 -1.655
C -0.202 0.269 1.856
N 0.580 0.473 -0.714
O -1.802 -0.337 -0.179
S -0.401 -0.542 0.192
H -0.398 -2.998 0.181
H 1.106 -2.298 0.516
H 0.124 1.176 -2.717
H -0.925 1.568 -1.607
H 0.609 2.421 -1.530
H 0.040 -0.582 2.343
H 0.645 0.888 1.988
H -1.252 0.521 2.300
H 1.514 0.253 -0.819

Results
gap between HOMO and LUMO	0.321	hartree
structure (SMILES)	C=[S@](C)(=O)NC
HOMO	-8.06	eV

=====

two:
Below is a single C3H9NOS molecule, with properties calculated with ωB97M-V with the def2-TZVPD basis set.

Geometry (Å):
C 0.270 -0.218 -0.196
C -0.940 -1.156 -0.035
S -2.200 -0.796 -1.342
N 1.179 -0.269 0.935
C 1.562 0.996 1.441
O 2.307 1.740 0.418
H 0.774 -0.450 -1.131
H -0.144 0.778 -0.347
H -1.494 -0.990 0.889
H -0.610 -2.184 -0.112
H -3.055 -0.208 -0.505
H 2.018 -0.774 0.702
H 0.670 1.566 1.712
H 2.259 0.895 2.267
H 2.302 2.686 0.627

Results
gap between HOMO and LUMO	0.364	hartree
structure (SMILES)	OCNCCS
HOMO	-9.05	eV

=====

three:
Below is a single C3H9NOS molecule, with properties calculated with ωB97M-V with the def2-TZVPD basis set.

Geometry (Å):
C 1.693 -1.606 -0.694
C 0.211 -1.065 -0.763
C -0.315 -0.140 0.406
N -1.219 2.523 0.812
O -1.693 -0.243 0.710
S -0.074 1.690 -0.281
H 2.395 -0.922 -1.102
H 1.772 -2.592 -1.128
H 1.719 -1.803 0.332
H -0.576 -1.828 -0.898
H 0.184 -0.380 -1.618
H 0.184 -0.180 1.346
H -1.215 3.524 0.579
H -0.889 2.408 1.754
H -2.177 0.617 0.545

Results
gap between HOMO and LUMO	0.334	hartree
structure (SMILES)	CC[C@H](O)SN
HOMO	-8.47	eV

=====

two takes first place; second place is 84.6 kJ/mol up.

=====

one:
Below is 2 unconnected molecules or ions with the total composition C3H9NOS, with properties calculated with ωB97M-V with the def2-TZVPD basis set.

Geometry (Å):
C -1.851 -0.055 -0.994
S -0.968 1.106 0.109
C 0.482 1.565 -0.874
H -1.281 -0.209 -1.911
H -1.795 -0.991 -0.452
H -2.783 0.335 -1.392
H 1.039 0.716 -1.249
H 1.036 2.244 -0.226
H 0.145 2.213 -1.685
C 1.081 -1.614 0.976
N 0.921 -0.648 1.900
O 0.204 -2.215 0.397
H 2.144 -1.923 0.913
H 1.651 -0.136 2.357
H -0.025 -0.388 2.131

Results
gap between HOMO and LUMO	0.334	hartree
structure (SMILES)	NC=O.CSC
HOMO	-8.34	eV

=====

two:
Below is a single C3H9NOS molecule, with properties calculated with ωB97M-V with the def2-TZVPD basis set.

Geometry (Å):
C -1.647 -0.664 -0.654
C 1.596 -0.254 0.959
C -1.278 0.617 -0.035
N 1.286 -0.389 -0.426
O 1.017 2.069 -0.409
S 0.399 0.983 -1.064
H -1.477 -0.653 -1.759
H -1.023 -1.332 -0.143
H -2.784 -0.831 -0.488
H 0.978 -0.727 1.674
H 2.584 -0.520 1.121
H 1.526 0.790 1.189
H -0.910 0.582 1.050
H -1.868 1.509 -0.107
H 1.601 -1.179 -0.906

Results
gap between HOMO and LUMO	0.354	hartree
HOMO	-8.75	eV

=====

one takes first place; second place is 190.6 kJ/mol up.